[1]
Formula: C40H47IrN8P2S3Si
Source: OMol25
Level of theory: the ωB97M-V functional and the def2-TZVPD basis

Computed properties:
- frontier orbital gap (spin up / spin down) (eV) = 6.23 / 5.87
- E_LUMO (spin up / spin down) (eV) = -3.6 / -4.3
- HOMO (spin up / spin down) (Ha) = -0.3604 / -0.3732
- ⟨S²⟩ = 0.77
- 2S+1 = 2
- energy relative to the best compared isomer or geometry (same formula, charge and spin) (kJ/mol) = 317.74
- total charge = +1

Each line ends with the Mulliken charge.
Element x y z (Å)
1 Ir -0.02208 -0.18321 -1.10837  3.39
2 C -6.09017 0.94352 -0.09734  -1.07
3 Si -5.16374 2.13194 0.99624  0.26
4 C -5.53425 3.89708 0.50475  -1.17
5 C -5.64196 1.81565 2.78348  -0.98
6 C -3.24407 2.05081 0.96223  0.49
7 C -2.58557 2.92843 1.81553  -0.35
8 C -1.20031 3.04918 1.82000  -1.81
9 C -0.47909 2.24653 0.97353  -0.41
10 N -1.05712 1.34305 0.16765  0.29
11 C -2.42955 1.25919 0.12260  -0.04
12 S -3.07229 0.13998 -1.03102  -0.33
13 H -7.15914 1.04542 0.11710  0.41
14 H -5.81329 -0.09796 0.07116  0.36
15 H -5.93824 1.16217 -1.15412  0.31
16 H -6.61257 4.07450 0.50014  0.36
17 H -5.15539 4.11332 -0.49658  0.35
18 H -5.08330 4.61345 1.19593  0.34
19 H -6.65126 2.19544 2.96335  0.50
20 H -4.97531 2.31501 3.49168  0.38
21 H -5.65023 0.74860 3.01496  0.08
22 H -3.16815 3.55961 2.47934  0.41
23 H -0.69654 3.75881 2.46071  0.49
24 H 0.59362 2.31225 0.91900  0.57
25 C 2.30293 0.94237 1.99119  -2.13
26 P 1.94513 -0.21865 0.62993  0.50
27 C 3.47495 -0.00630 -0.33626  -0.17
28 N 4.61114 0.02313 0.31800  -0.26
29 C 5.75895 0.00422 -0.39588  0.26
30 C 7.00841 0.00291 0.26837  -0.46
31 C 8.15371 -0.06246 -0.46681  -0.61
32 C 8.10843 -0.12416 -1.88363  -0.57
33 C 6.91966 -0.12944 -2.54873  -0.55
34 C 5.71305 -0.06881 -1.81172  0.07
35 N 4.52568 -0.02843 -2.45376  -0.19
36 C 3.43331 0.04266 -1.73388  -0.24
37 P 1.86424 0.33572 -2.62389  1.04
38 C 2.14666 -0.71799 -4.06812  -1.83
39 C 2.11890 2.11694 -3.21466  1.68
40 C 1.23519 2.35898 -4.44485  -1.61
41 C 1.69055 3.01311 -2.04668  -1.47
42 C 3.56287 2.43293 -3.60258  -2.01
43 C 2.25282 -1.92106 1.40339  2.02
44 C 2.10155 -2.92818 0.25350  -1.93
45 C 3.61957 -2.13089 2.05711  -1.77
46 C 1.19135 -2.10522 2.50318  -1.70
47 H 3.27016 0.67443 2.41182  0.49
48 H 1.52642 0.89056 2.75457  0.36
49 H 2.35882 1.95952 1.60689  0.60
50 H 7.01835 0.04045 1.34972  0.48
51 H 9.11396 -0.07626 0.03152  0.42
52 H 9.03711 -0.16143 -2.43759  0.42
53 H 6.86591 -0.16930 -3.62865  0.48
54 H 3.10971 -0.45377 -4.50112  0.51
55 H 1.34871 -0.59865 -4.79825  0.40
56 H 2.16343 -1.75508 -3.74037  0.51
57 H 0.19198 2.16816 -4.23868  0.18
58 H 1.54722 1.74350 -5.29035  0.36
59 H 1.32364 3.40432 -4.74895  0.54
60 H 0.66648 2.80240 -1.73985  0.09
61 H 1.74785 4.06288 -2.34217  0.56
62 H 2.35124 2.86652 -1.18464  0.20
63 H 3.94179 1.75718 -4.36914  0.33
64 H 4.24344 2.41020 -2.75300  0.36
65 H 3.57931 3.44614 -4.01130  0.57
66 H 3.02254 -2.97903 -0.33276  0.32
67 H 1.29426 -2.65739 -0.42389  0.30
68 H 1.89619 -3.92621 0.64601  0.50
69 H 4.44903 -1.99261 1.37100  0.37
70 H 3.65345 -3.16319 2.41749  0.49
71 H 3.76741 -1.47676 2.91746  0.42
72 H 0.27306 -1.57969 2.28265  0.23
73 H 1.56061 -1.73346 3.46033  0.32
74 H 0.95436 -3.16430 2.62543  0.47
75 S -1.35544 1.25862 -2.69193  -0.20
76 C -1.62252 0.25915 -4.06460  0.35
77 C -2.30117 0.88776 -5.16024  -0.34
78 N -2.86431 1.42685 -6.00610  -0.48
79 C -1.26096 -1.03510 -4.11040  1.15
80 S -0.48129 -1.88472 -2.83651  -0.47
81 C -1.53180 -1.80991 -5.28832  -0.23
82 N -1.72188 -2.44901 -6.22477  -0.44
83 N -6.07387 -2.56093 7.47574  -0.46
84 C -5.46533 -2.56388 6.50143  -0.09
85 C -4.68404 -2.55512 5.29277  0.40
86 C -4.47269 -1.35834 4.61262  -0.99
87 C -3.70139 -1.34148 3.46605  0.07
88 C -3.12519 -2.51726 3.00269  0.88
89 C -3.32239 -3.70932 3.68304  -0.66
90 C -4.10691 -3.73041 4.82209  -0.99
91 N -2.32638 -2.49594 1.82358  0.30
92 C -2.07499 -3.54605 0.96257  -1.03
93 C -1.28522 -3.05057 -0.02320  -0.88
94 N -1.03722 -1.72044 0.22449  0.79
95 C -1.67745 -1.42314 1.33161  -1.93
96 H -4.92170 -0.44650 4.98217  0.54
97 H -3.56394 -0.40965 2.93089  0.39
98 H -2.85147 -4.62200 3.34353  0.41
99 H -4.26930 -4.65781 5.35342  0.47
100 H -2.49956 -4.52600 1.08664  0.57
101 H -0.89419 -3.55823 -0.88689  0.61
102 H -1.69293 -0.45388 1.79824  1.09

[2]
Formula: C40H47N4O3S2SiTl
Source: OMol25
Level of theory: the ωB97M-V functional and the def2-TZVPD basis

Computed properties:
- frontier orbital gap (eV) = 5.66
- E_LUMO (eV) = 4.1
- HOMO (Ha) = -0.0560
- 2S+1 = 1
- total charge = -2

Each line ends with the Mulliken charge.
Element x y z (Å)
1 Tl 1.16933 0.06124 -0.41533  2.33
2 O 2.64246 -0.07499 -2.30970  -0.66
3 C 2.32974 0.38737 -3.46105  0.22
4 C 3.26455 1.17404 -4.20691  -0.37
5 C 2.97391 1.68325 -5.45035  -0.35
6 C 1.73207 1.43482 -6.06138  -0.71
7 C 0.81425 0.66646 -5.37399  -0.57
8 C 1.07206 0.14557 -4.09893  0.75
9 C 0.05590 -0.67873 -3.49478  -0.90
10 N 0.05833 -1.15847 -2.30771  0.84
11 N -0.96383 -2.08209 -2.11821  -0.81
12 C -0.94112 -2.67412 -0.95129  -0.49
13 O -0.18623 -2.44528 0.03198  -0.48
14 C -1.91972 -3.81745 -0.83694  0.54
15 C -3.13696 -3.81980 -1.51394  -0.39
16 C -4.04224 -4.85851 -1.33131  -0.73
17 C -3.73304 -5.91873 -0.48570  -0.37
18 C -2.50943 -5.93107 0.17538  -0.83
19 C -1.61546 -4.88027 0.00903  0.04
20 H 4.21407 1.38214 -3.72551  0.31
21 H 3.70928 2.29429 -5.96515  0.33
22 H 1.50081 1.84136 -7.03865  0.35
23 H -0.15303 0.45478 -5.82461  0.30
24 H -0.77760 -0.97366 -4.13514  0.18
25 H -3.35993 -2.98889 -2.17280  0.39
26 H -4.99802 -4.83854 -1.84526  0.35
27 H -4.44605 -6.72135 -0.32810  0.36
28 H -2.25778 -6.75791 0.83177  0.37
29 H -0.67084 -4.85532 0.54262  0.35
30 O -0.29310 1.90053 -2.01833  0.04
31 N -0.04566 3.11434 -2.41858  -0.05
32 C -1.00131 3.76813 -3.12104  -0.29
33 C -0.85563 5.06120 -3.55454  -0.88
34 C 0.33423 5.72884 -3.25812  -0.22
35 C 1.30940 5.06381 -2.55230  -0.95
36 C 1.15470 3.72955 -2.10285  0.58
37 S 2.34091 2.88839 -1.23435  -0.33
38 H -1.89267 3.18482 -3.29453  0.46
39 H -1.66104 5.53072 -4.10052  0.38
40 H 0.48539 6.75460 -3.57391  0.33
41 H 2.24968 5.53707 -2.30510  0.39
42 S 4.86859 -0.58851 2.64814  -0.42
43 C 4.74490 1.09076 2.31820  -0.26
44 C 3.81732 1.35743 1.36056  -0.78
45 C 3.15831 0.18945 0.84840  -0.12
46 C 3.63605 -0.94284 1.43978  0.51
47 C 3.32222 -2.33783 1.08492  0.53
48 C 3.67182 -3.42969 1.88721  -0.96
49 C 3.38327 -4.70869 1.44579  -0.51
50 C 2.75172 -4.87890 0.22052  -0.91
51 C 2.41522 -3.73953 -0.49490  -0.24
52 N 2.69374 -2.51003 -0.07969  0.16
53 H 5.36874 1.78841 2.86542  0.46
54 H 3.60850 2.36396 1.01170  0.23
55 H 4.15612 -3.26277 2.84196  0.39
56 H 3.64036 -5.56612 2.05598  0.37
57 H 2.51560 -5.86443 -0.16232  0.41
58 H 1.89361 -3.81000 -1.44714  0.54
59 C 0.32208 3.37172 1.62272  -2.02
60 C -0.13869 2.26546 2.57753  3.35
61 C 1.07787 1.88509 3.43237  -2.54
62 C -1.21791 2.86529 3.49671  -1.77
63 Si -0.76225 0.70028 1.56646  -2.69
64 C -2.48492 1.11470 0.75955  3.42
65 C -3.66606 1.02046 1.73929  -1.71
66 C -2.48157 2.52971 0.16343  -2.04
67 C -2.72947 0.13881 -0.40295  -1.87
68 C -0.94260 -0.75870 2.86726  3.76
69 C 0.44446 -1.39875 3.08356  -1.71
70 C -1.49162 -0.31439 4.23397  -2.22
71 C -1.88460 -1.86709 2.36132  -2.17
72 H 0.80051 4.17782 2.20149  0.61
73 H -0.50375 3.81244 1.05883  0.33
74 H 1.05154 3.00521 0.90147  0.00
75 H 1.46838 2.78358 3.93473  0.61
76 H 1.87961 1.47999 2.81260  0.38
77 H 0.84395 1.15106 4.20471  0.25
78 H -0.82874 3.78382 3.96478  0.52
79 H -1.51602 2.18655 4.29650  0.30
80 H -2.11557 3.14064 2.93646  0.31
81 H -3.52119 1.64339 2.62874  0.25
82 H -3.84715 -0.00593 2.06159  0.29
83 H -4.57955 1.37131 1.23365  0.55
84 H -2.48302 3.30921 0.93067  0.29
85 H -3.38770 2.66580 -0.44696  0.63
86 H -1.61407 2.67902 -0.48656  -0.01
87 H -2.70472 -0.90671 -0.08306  0.19
88 H -1.97676 0.27008 -1.18265  0.12
89 H -3.72091 0.33352 -0.84246  0.63
90 H 1.22452 -0.66899 3.31875  0.16
91 H 0.75275 -1.93517 2.18389  0.02
92 H 0.38914 -2.11734 3.91643  0.50
93 H -0.79163 0.32087 4.77876  0.43
94 H -1.66606 -1.21046 4.84876  0.56
95 H -2.44382 0.21766 4.14255  0.25
96 H -1.78471 -2.04087 1.29283  -0.12
97 H -2.93026 -1.64598 2.58554  0.35
98 H -1.63597 -2.81593 2.85838  0.61

[3]
Formula: C40H47N5O2S
Source: OMol25
Level of theory: the ωB97M-V functional and the def2-TZVPD basis

Computed properties:
- frontier orbital gap (eV) = 6.61
- E_LUMO (eV) = -0.7
- HOMO (Ha) = -0.2682
- 2S+1 = 1
- energy relative to the best compared isomer or geometry (same formula, charge and spin) (kJ/mol) = 0.00

Each line ends with the Mulliken charge.
Element x y z (Å)
1 C -0.26515 2.28509 1.73688  -1.56
2 N -1.29212 3.18474 1.19674  0.15
3 C -1.94195 4.01517 2.09946  0.28
4 S -1.60970 3.98188 3.74099  -0.27
5 N -2.87625 4.87331 1.53598  -0.02
6 C -3.58263 5.78269 2.44341  -1.20
7 C -3.26369 4.89044 0.18145  0.40
8 O -4.14534 5.66567 -0.21189  -0.70
9 C -2.57327 3.97991 -0.72392  0.09
10 C -2.91630 3.99660 -2.04076  -0.57
11 C -2.38443 3.11082 -3.04935  0.61
12 C -2.31304 1.71405 -2.85690  -1.03
13 C -1.71857 0.87873 -3.77758  0.84
14 C -1.19372 1.42114 -4.98529  0.00
15 N -0.59331 0.60602 -5.90065  0.16
16 C -0.68137 -0.83797 -5.77045  -0.70
17 C -0.54187 -1.26197 -4.31631  -0.36
18 C -1.60641 -0.57766 -3.46961  -1.07
19 C -0.28002 1.09690 -7.22820  -0.58
20 C 0.25341 2.51897 -7.16603  -0.83
21 C -0.74288 3.42861 -6.46102  -1.05
22 C -1.29264 2.82128 -5.21623  0.82
23 C -1.90197 3.62805 -4.27009  -1.29
24 C -1.44870 3.20410 -0.20250  0.88
25 O -0.65804 2.57155 -0.91068  -0.66
26 H 0.10696 1.67838 0.91253  0.47
27 H 0.54683 2.86879 2.18258  0.35
28 H -0.70444 1.67241 2.53011  0.45
29 H -4.29386 6.34973 1.84556  0.37
30 H -4.08285 5.20418 3.22498  0.36
31 H -2.85595 6.43557 2.93379  0.34
32 H -3.64073 4.74750 -2.35613  0.50
33 H -2.74240 1.27132 -1.95727  0.51
34 H -1.64808 -1.21611 -6.16189  0.22
35 H 0.12038 -1.27205 -6.38219  0.38
36 H -0.64996 -2.34748 -4.24098  0.29
37 H 0.45687 -0.99370 -3.94288  0.14
38 H -1.37111 -0.70217 -2.40562  0.44
39 H -2.58105 -1.06312 -3.63473  0.32
40 H 0.46992 0.42185 -7.65939  0.39
41 H -1.17526 1.08080 -7.88224  0.26
42 H 1.20598 2.53246 -6.62297  0.30
43 H 0.42511 2.88115 -8.18159  0.38
44 H -0.26309 4.38218 -6.21516  0.41
45 H -1.57295 3.65892 -7.14564  0.31
46 H -1.96522 4.70839 -4.42779  0.47
47 C 2.84829 -3.17073 -3.89162  -1.56
48 C 2.69729 -3.07489 -2.39999  0.85
49 C 3.46884 -2.15758 -1.67779  -0.90
50 C 3.36587 -2.04295 -0.29105  1.28
51 C 4.20346 -1.04260 0.43904  -1.74
52 C 2.45509 -2.86457 0.38614  -0.71
53 N 2.34018 -2.73465 1.80862  0.75
54 C 1.50802 -1.92005 2.45306  -0.83
55 N 1.62944 -2.02768 3.78732  0.84
56 C 0.65922 -1.55624 4.72242  -0.57
57 C -0.60833 -2.15762 4.71422  1.65
58 C -0.91525 -3.24808 3.73946  -1.19
59 C -1.56813 -1.72550 5.62710  -1.28
60 C -1.29212 -0.71076 6.54897  0.72
61 C -2.36068 -0.27474 7.50671  -1.48
62 C -0.01499 -0.13233 6.54816  -1.28
63 C 0.97393 -0.54974 5.65071  0.97
64 C 2.32324 0.09379 5.64547  -1.34
65 C 2.65541 -3.08003 4.13125  -0.46
66 C 3.15694 -3.54620 2.78649  -0.46
67 C 1.67384 -3.80137 -0.30897  1.15
68 C 0.69806 -4.66815 0.42172  -1.03
69 C 1.79964 -3.89021 -1.69865  -1.26
70 H 2.16798 -3.91971 -4.30912  0.35
71 H 2.64013 -2.21120 -4.38586  0.31
72 H 3.87145 -3.44944 -4.18094  0.41
73 H 4.16804 -1.50924 -2.21135  0.41
74 H 4.01068 -1.03974 1.51509  0.21
75 H 5.27227 -1.23661 0.27668  0.35
76 H 4.00890 -0.03288 0.05519  0.39
77 H -1.92220 -3.62675 3.94148  0.41
78 H -0.89612 -2.88429 2.70254  0.15
79 H -0.22749 -4.10611 3.81806  0.26
80 H -2.55576 -2.19239 5.61138  0.35
81 H -1.99876 0.52630 8.15664  0.36
82 H -3.25179 0.08681 6.97735  0.33
83 H -2.69855 -1.10549 8.13999  0.33
84 H 0.21280 0.66506 7.26087  0.26
85 H 2.33067 0.88238 6.40530  0.43
86 H 3.13442 -0.60526 5.89301  0.25
87 H 2.55746 0.56640 4.68085  0.26
88 H 3.45133 -2.63574 4.73367  0.30
89 H 2.16529 -3.89759 4.67350  0.31
90 H 2.95580 -4.61050 2.62536  0.19
91 H 4.21737 -3.31947 2.64721  0.30
92 H 0.20926 -5.32459 -0.30667  0.42
93 H 1.17288 -5.31838 1.17248  0.25
94 H -0.09456 -4.08708 0.91632  0.09
95 H 1.18609 -4.60872 -2.24835  0.26